107
Properties=species:S:1:pos:R:3:forces:R:3 method="wB97M-V/def2-TZVPD" total_energy_ha=-2014.411086 homo_energy_ev=-8.609
H 16.90800 17.07200 40.26800 1.8 3.1 6.2
C 14.89000 18.33600 39.02500 0.8 -3.1 -1.7
H 23.63400 13.57200 40.43900 1.2 0.6 -1.3
N 17.85400 13.68400 35.50300 3.1 3.0 -1.5
C 23.24000 13.74100 41.40000 -2.3 -2.0 3.4
C 14.37300 16.35100 40.52700 0.5 -0.2 -0.5
C 22.03000 15.72000 34.01700 -4.2 -0.5 -1.0
H 16.98700 16.28500 35.78000 0.6 -0.2 0.3
C 19.26300 22.93200 35.60600 2.2 3.3 0.1
C 15.22400 16.77200 39.33100 -1.8 3.2 1.9
H 23.73100 15.93700 35.04600 2.6 0.0 -0.4
C 18.67000 21.59200 35.53000 0.4 -2.4 -1.1
H 13.32600 16.26300 40.30400 -0.4 0.1 -0.3
H 22.10700 14.61300 33.92300 0.0 0.6 -0.1
H 21.32700 22.40200 35.03300 0.2 -0.2 -0.9
N 22.72700 17.06800 40.27900 1.8 2.5 -0.6
H 23.41200 20.26100 33.90200 -0.8 0.4 0.6
H 23.65200 16.74300 42.93600 0.2 2.0 -0.5
H 22.59700 14.48600 36.12100 0.6 -4.5 -0.9
H 22.63200 16.15900 40.53400 -0.3 -3.3 1.0
H 22.12200 17.18800 39.50300 -0.9 0.5 -0.4
H 22.99400 18.03400 36.45000 0.4 -1.0 1.1
H 21.59200 17.45800 41.81000 -4.4 -1.4 2.7
H 14.72200 16.26100 38.58900 0.3 -1.4 -2.6
C 14.89900 17.57900 34.92100 1.6 0.8 0.8
C 16.35300 15.61100 35.21100 -3.9 3.8 3.4
H 19.84100 15.60500 40.55800 1.1 -1.0 1.2
H 15.72400 14.19200 32.93400 -0.6 1.4 -1.4
H 14.50800 17.08100 41.24200 -0.1 2.0 1.8
N 19.48100 16.99400 37.74700 0.9 3.1 -0.3
H 19.00200 24.56200 36.94000 -0.6 0.0 -0.5
C 23.65600 17.82300 42.50900 -8.3 -1.9 2.4
O 19.19100 21.02300 34.32000 -1.0 -1.5 -0.6
N 18.63400 23.65900 36.67100 -3.6 -1.8 0.7
H 19.03300 14.77400 38.89400 2.2 0.4 -2.7
H 18.47600 14.35800 36.05000 -0.4 -0.7 -1.5
C 22.89400 19.84600 34.78300 0.0 0.7 2.6
H 19.85100 19.27900 33.51400 0.5 0.4 0.2
H 23.78700 14.30700 42.22000 -0.1 -0.9 -1.6
H 23.40400 20.21800 35.77900 -0.3 -0.8 -1.7
H 15.40400 13.15100 34.20400 1.2 -0.4 -0.4
H 23.38100 15.60800 37.13200 -2.6 -0.9 -0.7
H 17.42200 13.42500 36.28300 -3.4 -2.3 3.9
H 20.89100 21.86300 41.31400 -1.5 -0.1 -1.9
N 22.52800 15.34600 36.49200 2.9 4.0 0.7
H 15.64500 15.17300 35.96000 0.0 0.4 -0.2
H 17.13900 16.98300 38.85500 2.7 1.8 -4.6
H 14.68600 18.26200 34.07700 -0.3 -0.3 0.6
C 20.82000 22.91000 35.82300 -0.6 -2.0 1.4
H 19.10200 20.94300 36.33200 -1.0 0.6 0.0
O 21.94600 14.35600 41.34400 1.7 -0.5 1.1
C 19.07500 14.13000 42.02800 -5.0 0.6 -3.4
O 20.56800 17.34200 38.29400 -1.0 0.1 0.2
H 19.05100 23.54500 34.72500 0.3 -0.8 -0.8
C 16.24600 13.65000 33.65100 -0.8 0.6 2.6
C 22.55700 17.58600 35.56400 -1.8 4.4 1.3
H 21.02700 22.26300 36.70500 -0.5 -0.1 -0.3
H 18.34200 18.81200 33.92800 -1.3 2.4 -0.2
H 17.99300 14.86300 39.69400 -0.9 -0.9 1.6
H 19.63500 14.33300 42.80400 3.2 0.5 4.1
H 14.66700 15.48900 41.07500 0.5 -1.3 -0.2
H 20.79500 15.92800 34.03800 3.3 -0.5 0.3
H 21.60800 15.43100 36.83700 -2.1 0.8 1.6
H 24.50000 18.08100 42.13300 5.5 1.3 -3.0
H 14.25700 19.84400 37.22300 0.1 0.3 -0.9
H 21.40200 14.00900 39.55000 0.9 0.8 -3.9
H 21.09800 12.65800 40.45100 -0.5 -1.0 0.8
H 21.82200 20.10900 35.02900 0.9 0.0 -1.2
H 22.56100 22.14700 41.72800 1.5 -0.4 -1.2
C 22.38800 17.89900 41.45200 6.0 1.3 -3.3
H 17.55800 21.54900 35.40000 0.7 0.3 0.9
O 15.59900 16.52800 34.35300 1.6 -2.2 -1.4
O 18.48600 17.75700 37.70000 0.9 -0.6 0.5
O 13.56300 18.41900 38.47800 1.2 1.5 0.2
C 21.07200 13.72400 40.45800 -1.9 2.2 2.3
H 22.32300 16.16900 33.01000 0.2 -0.3 1.8
N 18.78000 14.20100 39.63400 -1.2 -0.6 0.8
H 14.89900 18.89600 39.94300 0.5 0.6 0.4
H 15.74400 18.59900 38.24600 -1.8 0.2 1.4
H 15.55300 18.14600 35.68300 -0.9 -0.7 -0.8
C 21.71900 21.49700 41.82100 0.7 -2.1 2.7
N 16.61700 16.64300 39.53100 -4.0 -5.9 -1.5
O 23.04800 18.47300 34.58600 0.3 -1.9 -1.4
H 18.70500 13.00800 42.01000 0.3 2.6 0.1
C 17.02000 14.52700 34.62600 4.9 -1.0 -4.0
H 23.40100 18.61700 43.25600 0.2 -1.1 0.0
C 19.73600 14.49200 40.73000 -0.6 -0.2 -1.9
C 13.47500 19.75300 37.95100 1.2 -0.1 1.6
H 21.50500 21.76200 42.80500 -0.9 0.8 2.0
H 19.31100 19.06800 35.17300 0.7 0.7 0.7
H 17.55600 23.50000 36.44400 3.0 1.7 1.4
H 14.03500 17.15600 35.39900 -0.8 0.4 0.4
H 23.09900 19.73100 40.60900 2.7 0.3 -0.9
H 21.46100 17.80400 35.74600 0.6 -0.5 -0.3
H 21.51500 19.74000 40.19200 -0.6 -1.8 -0.8
O 21.84700 20.04400 42.06900 -0.2 3.0 0.1
C 22.20800 19.31900 40.92400 -1.4 0.5 1.7
H 17.95900 15.01500 34.07800 -2.1 -0.7 -0.1
H 18.23400 15.06700 42.12500 1.4 -3.2 -0.1
O 19.49800 15.96300 37.10100 -0.1 -2.5 -1.2
H 21.44400 23.73500 36.12500 -0.7 1.3 -0.4
H 12.51200 19.91700 37.60400 -1.7 0.1 -1.1
C 19.10000 19.59600 34.24200 1.3 -1.9 -0.3
H 23.03800 12.60800 41.75000 0.7 2.2 -0.3
H 13.66600 20.59500 38.67400 0.0 -1.0 0.0
C 22.75500 16.17700 35.27600 -0.8 0.1 -1.8
H 17.02100 13.11000 33.20000 0.4 -1.8 -0.7